# C4H5NO

C4H5NO as an isolated structure (ωB97M-V/def2-TZVPD, OMol25).

## Properties
max |F|: 2.2 eV/A
HOMO level: -8.83 eV

ORCA input file:
```
! wB97M-V def2-TZVPD RIJCOSX def2/J DEFGRID3
* xyz 0 1
N -0.877 -1.172 -0.940
C 0.325 -0.970 -0.299
C -0.112 0.339 -0.952
C -0.038 1.005 0.478
O -0.948 0.330 1.341
C 0.353 -0.243 1.120
H -1.431 -0.111 -0.877
H 1.207 -1.494 -0.662
H 0.332 0.707 -1.871
H 0.210 2.046 0.674
H 0.979 -0.438 1.989
*
```

Atomic partial charges in e from the Mulliken method, atoms 1 to 8: number 1, N, carries -0.535; number 2, C, carries 0.030; number 3, C, carries -0.571; number 4, C, carries -0.234; number 5, O, carries -0.419; number 6, C, carries -0.280; number 7, H, carries 0.316; number 8, H, carries 0.419



# C4H5NO

C4H5NO as an isolated structure (ωB97M-V/def2-TZVPD, OMol25).

## Properties
max |F|: 1.0 eV/A
HOMO level: -9.06 eV

ORCA input file:
```
! wB97M-V def2-TZVPD RIJCOSX def2/J DEFGRID3
* xyz 0 1
N -3.035 0.956 0.822
C -2.105 0.416 0.389
C -0.934 -0.218 -0.128
C 0.317 0.017 0.542
C 1.490 -0.411 -0.205
O 1.109 0.902 -0.666
H -0.017 0.598 -1.014
H -1.091 -1.220 -0.516
H 0.432 0.558 1.471
H 2.472 -0.405 0.255
H 1.362 -1.193 -0.950
*
```

Atomic partial charges in e from the Mulliken method, atoms 1 to 8: number 1, N, carries -0.452; number 2, C, carries 0.241; number 3, C, carries -0.765; number 4, C, carries 0.021; number 5, C, carries -0.271; number 6, O, carries -0.423; number 7, H, carries 0.430; number 8, H, carries 0.342



# C4H5NO

C4H5NO in the gas phase (ωB97M-V/def2-TZVPD, OMol25).

## Properties
max |F|: 0.8 eV/A
HOMO level: -7.97 eV

ORCA input file:
```
! wB97M-V def2-TZVPD RIJCOSX def2/J DEFGRID3
* xyz 0 1
N -0.630 1.391 -1.051
C -0.269 0.363 -0.177
C -0.900 -0.836 -0.041
O -0.107 -1.716 0.634
C 1.031 -1.067 0.927
C 0.979 0.231 0.530
H -1.593 1.341 -1.350
H -0.367 2.327 -0.785
H -1.728 -1.295 -0.554
H 1.843 -1.724 1.183
H 1.741 0.985 0.683
*
```

Atomic partial charges in e from the Mulliken method, atoms 1 to 8: number 1, N, carries -0.533; number 2, C, carries 0.669; number 3, C, carries -0.444; number 4, O, carries -0.319; number 5, C, carries -0.400; number 6, C, carries -0.530; number 7, H, carries 0.224; number 8, H, carries 0.238



# C4H5NO

C4H5NO in the gas phase (ωB97M-V/def2-TZVPD, OMol25).

## Properties
max |F|: 1.1 eV/A
HOMO level: -11.02 eV

ORCA input file:
```
! wB97M-V def2-TZVPD RIJCOSX def2/J DEFGRID3
* xyz 0 1
N -0.698 1.070 2.781
C -0.403 1.074 1.664
C -0.005 1.025 0.254
C 0.565 -0.333 -0.112
C -0.221 -1.281 -0.897
O 0.799 -0.490 -1.496
H 0.736 1.810 0.059
H -0.872 1.237 -0.381
H 1.328 -0.734 0.555
H 0.006 -2.344 -0.840
H -1.249 -1.024 -1.157
*
```

Atomic partial charges in e from the Mulliken method, atoms 1 to 8: number 1, N, carries -0.378; number 2, C, carries 0.213; number 3, C, carries -0.416; number 4, C, carries 0.047; number 5, C, carries -0.431; number 6, O, carries -0.408; number 7, H, carries 0.245; number 8, H, carries 0.268



# C4H5NO

C4H5NO in the gas phase (ωB97M-V/def2-TZVPD, OMol25).

## Properties
max |F|: 1.3 eV/A
HOMO level: -9.09 eV

ORCA input file:
```
! wB97M-V def2-TZVPD RIJCOSX def2/J DEFGRID3
* xyz 0 1
C -2.065 -0.239 0.280
C -0.651 -0.511 0.544
C 0.259 0.571 0.382
C 1.410 0.400 0.035
O -0.211 -1.600 0.865
N 2.605 0.439 -0.481
H -2.193 -0.157 -0.804
H -2.326 0.697 0.768
H -2.606 -1.071 0.703
H 3.279 -0.183 -0.076
H 2.852 1.380 -0.728
*
```

Atomic partial charges in e from the Mulliken method, atoms 1 to 8: number 1, C, carries -0.976; number 2, C, carries 0.823; number 3, C, carries -0.673; number 4, C, carries 0.432; number 5, O, carries -0.564; number 6, N, carries -0.439; number 7, H, carries 0.251; number 8, H, carries 0.324



# C4H5NO

C4H5NO in the gas phase (ωB97M-V/def2-TZVPD, OMol25).

## Properties
max |F|: 1.3 eV/A
HOMO level: -10.68 eV

ORCA input file:
```
! wB97M-V def2-TZVPD RIJCOSX def2/J DEFGRID3
* xyz 0 1
N -0.341 1.788 2.003
C -0.694 0.798 1.522
C -0.798 -0.258 0.504
C -0.184 0.289 -0.813
C 1.013 -0.591 -0.433
O 0.275 -1.188 0.656
H -1.787 -0.734 0.426
H -0.714 -0.073 -1.690
H 0.004 1.363 -0.923
H 1.323 -1.345 -1.163
H 1.902 -0.047 -0.089
*
```

Atomic partial charges in e from the Mulliken method, atoms 1 to 8: number 1, N, carries -0.454; number 2, C, carries 0.140; number 3, C, carries 0.288; number 4, C, carries -0.603; number 5, C, carries -0.323; number 6, O, carries -0.405; number 7, H, carries 0.318; number 8, H, carries 0.224



# C4H5NO

C4H5NO in the gas phase (ωB97M-V/def2-TZVPD, OMol25).

## Properties
max |F|: 1.1 eV/A
HOMO level: -10.64 eV

ORCA input file:
```
! wB97M-V def2-TZVPD RIJCOSX def2/J DEFGRID3
* xyz 0 1
C -1.024 -0.638 0.483
C 0.206 0.260 0.317
C 1.275 -0.371 -0.589
O 1.077 -1.350 -1.252
C -0.125 1.544 -0.323
N -0.348 2.519 -0.903
H -1.770 -0.172 1.133
H -1.483 -0.848 -0.485
H -0.726 -1.593 0.924
H 0.674 0.478 1.289
H 2.243 0.171 -0.594
*
```

Atomic partial charges in e from the Mulliken method, atoms 1 to 8: number 1, C, carries -1.313; number 2, C, carries 0.564; number 3, C, carries -0.118; number 4, O, carries -0.432; number 5, C, carries 0.066; number 6, N, carries -0.403; number 7, H, carries 0.385; number 8, H, carries 0.318



# C4H5NO

C4H5NO in the gas phase (ωB97M-V/def2-TZVPD, OMol25).

## Properties
max |F|: 1.4 eV/A
HOMO level: -10.44 eV

ORCA input file:
```
! wB97M-V def2-TZVPD RIJCOSX def2/J DEFGRID3
* xyz 0 1
N 2.662 -0.831 0.806
C 1.631 -0.575 0.341
C 0.340 -0.345 -0.297
C -0.943 -0.510 0.549
O -1.368 0.821 0.244
C -0.191 1.088 -0.522
H 0.322 -0.921 -1.222
H -0.795 -0.660 1.624
H -1.634 -1.269 0.165
H 0.404 1.910 -0.113
H -0.427 1.293 -1.573
*
```

Atomic partial charges in e from the Mulliken method, atoms 1 to 8: number 1, N, carries -0.386; number 2, C, carries -0.029; number 3, C, carries 0.284; number 4, C, carries -0.435; number 5, O, carries -0.375; number 6, C, carries -0.418; number 7, H, carries 0.306; number 8, H, carries 0.301



The records above yield energy relative to the best compared isomer or geometry (same formula, charge and spin) values of 147.3, 94.3, 23.1, 36.1, 65.6, 41.8, 16.7, 37.4 kcal per mole, respectively.